297
Properties=species:S:1:pos:R:3:forces:R:3:lowdin_charge:R:1 method="wB97M-V/def2-TZVPD" homo_ev=-7.93 total_energy_ha=-5637.7485 orbital_gap_ha=0.3001
C -1.44846 -29.28575 16.86334 0.021 0.025 -0.035 -0.085
O -0.96910 -28.01740 16.49333 0.456 0.056 -0.870 -0.227
C 0.32777 -28.04504 15.86896 0.076 1.234 1.679 -0.162
C 0.74093 -26.52887 15.76170 0.952 -1.498 0.092 -0.195
N -0.31662 -25.74471 15.18084 0.876 -0.360 -0.619 -0.060
C -0.31482 -25.90644 13.71957 0.484 0.666 -0.249 -0.183
C 0.95507 -25.36190 12.96534 0.058 -0.992 0.448 -0.160
O 2.04544 -26.34493 12.84819 0.102 0.235 -1.013 -0.248
C 2.98363 -26.04131 11.75458 -0.428 1.188 1.459 -0.094
H -1.38019 -30.01567 16.05669 0.070 -0.058 -0.277 0.085
H -2.50459 -29.16770 17.10573 0.156 -0.068 0.319 0.066
H -0.85197 -29.64713 17.70101 -0.226 -0.228 0.274 0.092
H 0.33653 -28.65841 14.96796 -0.156 0.261 -0.333 0.106
H 1.03277 -28.48106 16.57674 0.179 -0.368 0.025 0.118
H 1.67694 -26.50813 15.20353 -0.016 0.288 -0.150 0.104
H 0.95695 -26.13169 16.75351 -0.064 -0.320 0.197 0.116
H -1.05319 -26.33702 15.53681 -1.109 0.722 -0.205 0.041
H -1.16624 -25.29367 13.42344 0.003 -0.114 -0.607 0.112
H -0.48526 -26.94085 13.42116 -0.013 -0.212 -0.244 0.107
H 1.33532 -24.49996 13.51358 0.029 0.200 -0.057 0.120
H 0.66230 -25.07063 11.95660 -0.089 0.085 -0.017 0.111
H 3.99989 -26.38391 11.94936 -0.379 -0.950 0.298 0.078
H 3.18475 -24.97047 11.78542 -0.433 0.383 -0.333 0.077
H 2.65636 -26.32098 10.75319 -0.296 -0.229 0.173 0.083
C -12.04837 -31.26984 9.98754 0.582 0.343 0.193 -0.096
O -12.05589 -31.25962 11.41457 0.271 -0.162 -0.068 -0.209
C -11.78675 -29.98024 12.01626 -0.474 0.300 -1.899 -0.200
C -11.29505 -30.11784 13.41710 -0.090 0.253 0.662 -0.187
N -12.27750 -30.44804 14.41871 0.054 -0.310 1.015 -0.076
C -13.30800 -29.45280 14.65194 -2.306 -0.620 -0.495 -0.177
C -14.40207 -29.94448 15.66954 1.090 -0.626 -0.623 -0.182
O -14.88601 -31.21366 15.17732 -0.552 -0.621 0.952 -0.220
C -16.07939 -31.66721 15.91717 0.542 1.939 -0.559 -0.070
H -12.01987 -32.27489 9.56661 -0.123 -0.275 0.637 0.083
H -11.12636 -30.80383 9.63991 0.060 0.260 -0.140 0.085
H -12.89755 -30.76912 9.52250 -0.203 0.282 0.258 0.086
H -12.67758 -29.37728 11.84034 -0.386 0.161 0.713 0.119
H -11.05860 -29.40357 11.44587 0.610 -0.354 -0.257 0.120
H -10.84019 -29.19823 13.78527 0.247 0.237 -0.466 0.124
H -10.51198 -30.87597 13.40553 0.081 -0.113 0.111 0.116
H -12.68369 -31.35107 14.21957 -0.416 0.066 0.087 0.084
H -13.87088 -29.31632 13.72855 -0.312 0.121 -0.341 0.102
H -12.99856 -28.43219 14.87707 0.750 -0.304 0.520 0.129
H -15.21540 -29.22716 15.77929 -0.129 0.183 -0.379 0.115
H -13.97093 -30.04871 16.66521 0.145 -0.279 0.182 0.115
H -15.94018 -31.74695 16.99530 0.494 -0.116 0.048 0.078
H -16.56713 -32.57209 15.55468 0.707 -0.003 -0.470 0.084
H -16.74458 -30.81997 15.75038 -0.695 -0.215 0.249 0.077
C -13.14295 -38.47221 16.08685 -0.460 -0.514 0.646 -0.117
O -11.79365 -38.54633 15.72219 -0.741 -0.069 0.071 -0.198
C -11.28269 -37.24489 15.50066 0.011 -0.720 -0.028 -0.219
C -9.94384 -37.46337 14.81126 0.840 -0.198 0.821 -0.199
N -9.85090 -38.56962 13.85983 -1.652 0.457 -0.479 -0.033
C -10.67777 -38.25839 12.66898 1.086 -1.410 -0.020 -0.181
C -10.79106 -39.49810 11.75695 0.795 -0.368 -0.180 -0.207
O -11.74538 -40.45092 12.19403 -0.429 0.947 1.699 -0.198
C -12.11484 -41.42793 11.28835 -0.683 0.367 -0.798 -0.136
H -13.36051 -37.87869 16.97483 0.561 0.447 0.381 0.077
H -13.46994 -39.46954 16.38098 -0.095 -0.126 -0.509 0.092
H -13.77318 -38.02260 15.31954 -0.019 -0.264 -0.478 0.089
H -11.19592 -36.79989 16.49190 0.310 0.596 -0.191 0.113
H -12.00236 -36.67415 14.91378 -0.088 0.182 -0.158 0.099
H -9.25450 -37.74966 15.60558 0.268 0.327 0.139 0.098
H -9.58502 -36.53466 14.36759 0.064 0.035 -0.118 0.091
H -10.39595 -39.30948 14.27891 0.309 -0.547 0.517 0.090
H -10.09208 -37.46323 12.20768 -0.568 0.105 -0.660 0.109
H -11.70422 -37.96769 12.89261 -0.140 0.398 0.134 0.118
H -9.89642 -40.11977 11.72154 0.838 0.703 -0.010 0.123
H -10.94539 -39.13214 10.74188 -0.591 -0.156 -0.330 0.113
H -11.29432 -41.98976 10.84205 0.324 0.068 -0.021 0.087
H -12.67986 -40.89390 10.52438 -0.052 -0.391 -0.723 0.085
H -12.80701 -42.13882 11.73960 0.165 0.115 0.346 0.088
C -4.14481 -36.59565 22.70147 -0.148 -0.214 -0.127 -0.099
O -4.38055 -35.74794 21.58315 0.103 -1.017 0.682 -0.203
C -3.99072 -36.36875 20.38499 1.064 2.891 -2.214 -0.202
C -3.64292 -35.09639 19.45818 -0.727 -1.313 0.136 -0.170
N -3.14440 -35.44166 18.12019 0.078 0.415 0.737 -0.040
C -2.75927 -34.24381 17.40554 0.950 -0.649 -1.286 -0.199
C -2.52078 -34.54993 15.89729 0.345 -0.614 0.994 -0.189
O -1.33534 -35.32981 15.69214 0.219 0.352 -1.031 -0.167
C -1.08709 -35.60265 14.29289 -1.095 0.188 0.174 -0.089
H -3.38175 -37.34149 22.47888 0.294 0.101 -0.076 0.077
H -5.03247 -37.18251 22.93762 -0.254 0.189 0.266 0.085
H -3.79837 -36.00930 23.55251 -0.286 0.084 -0.025 0.086
H -4.73264 -36.96589 19.85482 -0.442 -0.191 0.385 0.102
H -3.06863 -36.94252 20.47790 0.015 -0.135 0.205 0.112
H -2.99711 -34.43570 20.03656 0.794 -0.388 -0.180 0.107
H -4.51888 -34.45317 19.37414 -0.761 -0.113 0.025 0.100
H -3.88486 -35.84352 17.56310 -0.237 -0.507 0.374 0.059
H -1.84373 -33.88128 17.87295 0.099 0.397 -0.174 0.120
H -3.51996 -33.46339 17.38549 -0.303 0.282 0.347 0.092
H -2.54166 -33.60315 15.35760 0.409 0.150 -0.300 0.107
H -3.36600 -35.14030 15.54350 -0.379 -0.083 -0.161 0.099
H -0.18641 -36.18731 14.10572 0.141 0.294 0.622 0.090
H -1.12846 -34.71456 13.66226 0.605 0.576 0.274 0.056
H -1.89314 -36.14982 13.80403 -0.363 -0.405 0.499 0.044
C -5.84877 -34.24834 8.70774 0.551 -1.332 0.202 -0.072
O -5.30898 -35.31082 9.56855 0.184 1.964 -1.106 -0.197
C -3.92357 -35.56050 9.32042 -0.117 -1.094 0.158 -0.228
C -3.29019 -36.09997 10.58612 -0.119 -0.420 -0.355 -0.219
N -3.00445 -35.08665 11.56843 0.345 -0.206 0.849 -0.043
C -4.09244 -34.37379 12.20482 -1.577 -0.381 -0.262 -0.195
C -5.21371 -35.26300 12.78304 0.518 0.272 1.219 -0.186
O -6.24231 -34.40939 13.34927 -0.894 -0.811 -1.843 -0.200
C -7.55957 -34.80233 12.84659 0.613 0.285 1.100 -0.076
H -5.41084 -34.27019 7.70983 0.124 -0.453 -0.175 0.075
H -5.61226 -33.24141 9.05162 -0.294 -0.033 0.614 0.078
H -6.90970 -34.47216 8.59631 0.025 0.419 0.263 0.084
H -3.26552 -34.74776 9.01299 -0.622 0.838 -0.128 0.122
H -3.87279 -36.29191 8.51384 0.122 -0.254 -0.181 0.118
H -2.35387 -36.59963 10.33770 0.262 0.188 -0.215 0.118
H -3.88300 -36.93150 10.96722 -0.314 0.233 0.363 0.117
H -2.38134 -34.40455 11.16030 0.265 0.019 0.059 0.102
H -4.59609 -33.71076 11.50138 -0.173 0.355 -0.134 0.104
H -3.75576 -33.76508 13.04399 0.349 -0.011 -0.073 0.101
H -4.80474 -35.79793 13.64018 0.248 -0.251 0.146 0.097
H -5.62254 -36.04285 12.14056 -0.082 0.456 -0.433 0.111
H -7.76662 -34.73734 11.77841 0.659 0.392 -0.215 0.085
H -8.26128 -34.14913 13.36529 -0.123 -0.068 0.006 0.067
H -7.76060 -35.83979 13.11370 -0.046 -0.126 0.220 0.072
C -2.47959 -30.77091 20.80650 0.661 0.387 -0.685 -0.075
O -2.02214 -29.54955 21.44654 0.453 -1.137 -1.456 -0.175
C -2.65572 -29.37347 22.67302 -0.505 -1.056 0.362 -0.258
C -2.32204 -28.06135 23.32581 0.863 -0.232 -0.931 -0.178
N -2.66030 -26.98971 22.38704 -1.040 1.097 0.620 -0.077
C -2.77912 -25.66525 23.04597 2.359 -1.048 1.237 -0.135
C -1.42149 -25.16914 23.70538 -0.073 0.935 0.554 -0.189
O -0.91149 -25.78203 24.92278 -1.333 -0.032 -0.762 -0.215
C 0.34454 -25.25881 25.29540 0.136 -0.814 -0.298 -0.124
H -2.63972 -31.63719 21.44841 -0.023 0.333 0.631 0.087
H -1.74337 -31.11374 20.07949 0.444 0.358 0.159 0.080
H -3.36512 -30.64036 20.18449 -0.431 0.476 0.380 0.066
H -2.35691 -30.20904 23.30598 -0.019 -0.078 0.515 0.123
H -3.71337 -29.51319 22.44944 -0.534 0.442 0.599 0.114
H -1.24270 -27.95938 23.43868 0.209 -0.629 0.594 0.120
H -2.75599 -28.02896 24.32518 -0.340 0.442 -0.240 0.134
H -1.89109 -26.99074 21.73250 0.025 0.315 -0.281 0.118
H -3.47535 -25.76146 23.87909 -0.344 0.078 -0.260 0.118
H -3.07358 -24.87021 22.36092 -0.117 -0.237 -0.074 0.117
H -1.58280 -24.12602 23.97736 -0.296 0.369 -0.013 0.107
H -0.60200 -25.09377 22.99065 0.088 -0.513 -0.461 0.111
H 1.03849 -25.53346 24.50099 0.474 0.232 0.001 0.084
H 0.64783 -25.77033 26.20889 -0.078 0.000 -0.038 0.089
H 0.39851 -24.18548 25.47748 -0.407 0.217 -0.144 0.085
C -9.91259 -31.11531 19.83615 0.422 -0.476 -0.510 -0.085
O -9.47480 -32.08831 20.77720 0.451 0.249 0.540 -0.174
C -8.12347 -32.47055 20.55650 0.441 -1.491 -0.009 -0.203
C -7.71916 -33.69740 21.40831 -0.369 1.017 0.595 -0.206
N -8.58940 -34.80998 21.16730 -0.613 -1.482 -1.059 -0.046
C -8.16487 -35.67913 20.03056 1.053 0.215 0.496 -0.185
C -9.08206 -36.86861 19.80965 -1.198 0.329 -0.271 -0.208
O -8.80065 -37.61292 18.62999 1.672 -0.138 -0.041 -0.215
C -9.58466 -38.78028 18.43509 -1.613 1.517 0.237 -0.094
H -9.63028 -31.46516 18.84318 -0.220 -0.162 -0.374 0.057
H -9.40495 -30.15470 19.92345 -0.043 0.105 0.537 0.069
H -10.99667 -31.00762 19.87163 0.168 -0.037 0.235 0.095
H -7.36843 -31.70635 20.74088 -0.277 0.547 -0.297 0.125
H -8.07246 -32.90063 19.55623 0.280 0.692 -0.622 0.090
H -7.83933 -33.40320 22.45095 0.207 -0.047 0.257 0.113
H -6.68695 -34.01002 21.25047 0.148 0.359 -0.114 0.110
H -9.45054 -34.34915 20.91006 -0.683 -0.407 0.035 0.092
H -7.15168 -36.01847 20.24599 0.134 -0.188 0.293 0.108
H -8.01705 -35.11843 19.10760 -0.389 0.131 -0.463 0.086
H -10.06759 -36.42100 19.68136 -0.594 -0.052 0.013 0.117
H -9.16443 -37.49645 20.69685 0.358 -0.189 0.105 0.125
H -9.47032 -39.25808 17.46209 0.982 0.028 0.221 0.086
H -10.58875 -38.36856 18.33313 -0.711 -0.382 0.223 0.072
H -9.60186 -39.46141 19.28589 0.437 -0.173 -0.047 0.090
C -4.68321 -30.85624 13.37368 0.192 0.603 -0.847 -0.066
O -3.32932 -31.38217 13.45676 -2.323 -0.001 1.143 -0.202
C -2.59047 -31.31069 12.28265 0.114 0.562 -0.506 -0.245
C -1.15367 -31.56719 12.72065 -0.728 0.342 0.983 -0.198
N -0.21981 -31.74699 11.67159 1.759 -1.090 -1.083 -0.050
C 0.33758 -30.64598 10.95597 -0.648 1.860 -1.098 -0.219
C 1.28966 -29.68901 11.67518 -0.485 -0.418 0.654 -0.217
O 2.42316 -30.38578 12.17239 0.400 0.441 -0.393 -0.182
C 3.49763 -29.48142 12.43796 0.174 -0.764 0.222 -0.101
H -4.71824 -29.76767 13.41734 0.566 0.244 0.667 0.059
H -5.40707 -31.23536 14.09506 0.864 -0.410 0.337 0.065
H -5.19428 -30.97389 12.41813 0.424 -0.931 -0.515 0.086
H -2.78904 -30.33534 11.83841 0.412 0.323 -0.320 0.120
H -2.90253 -32.05705 11.55212 -0.061 -0.248 -0.143 0.103
H -1.29332 -32.45508 13.33731 0.563 -0.416 -0.229 0.106
H -0.89657 -30.81287 13.46430 0.177 0.513 0.067 0.108
H 0.67715 -32.15749 11.88848 -0.569 -1.326 1.260 0.112
H -0.49334 -30.08966 10.52217 0.003 0.599 0.022 0.116
H 0.88598 -30.98220 10.07603 0.025 -0.561 0.016 0.120
H 0.79790 -29.25317 12.54485 -0.208 0.441 0.030 0.100
H 1.59222 -28.89500 10.99247 -0.005 0.132 -0.121 0.116
H 4.25703 -30.04938 12.97538 -0.110 0.016 0.158 0.088
H 3.19528 -28.61677 13.02880 -0.221 -0.022 0.096 0.070
H 3.99003 -29.12775 11.53212 -0.245 0.077 -0.372 0.084
C -3.77925 -24.77008 17.51292 -0.294 0.084 1.252 -0.117
O -4.53260 -25.36675 16.50716 -0.063 -0.027 -1.426 -0.203
C -3.83104 -26.48653 15.94035 -1.432 0.425 -0.945 -0.165
C -4.53653 -26.85185 14.58479 1.660 -0.343 0.767 -0.177
N -5.72841 -27.67342 14.66672 -0.545 0.281 -0.232 -0.051
C -6.73790 -27.06055 15.47230 -2.417 0.055 1.776 -0.231
C -8.19052 -27.50148 15.08867 0.664 1.033 0.116 -0.179
O -8.56828 -26.99255 13.78771 -0.031 -0.230 -0.138 -0.210
C -8.56775 -25.54819 13.68119 0.404 -0.647 0.182 -0.091
H -4.16432 -23.82717 17.90118 -0.949 -0.002 -0.444 0.084
H -2.78574 -24.44505 17.20404 0.485 -0.844 -0.038 0.089
H -3.90146 -25.48465 18.32688 1.248 0.164 0.657 0.084
H -3.82212 -27.35061 16.60471 -0.172 -0.080 0.294 0.113
H -2.79197 -26.19548 15.78633 -0.188 -0.028 -0.281 0.082
H -3.82722 -27.48419 14.05083 0.349 0.182 -0.232 0.103
H -4.67057 -25.92848 14.02129 -0.118 0.250 -0.008 0.118
H -6.16059 -27.64712 13.75423 0.285 -0.402 -0.620 0.103
H -6.67867 -25.97328 15.52151 0.074 0.148 -0.171 0.102
H -6.64171 -27.39293 16.50592 0.237 0.052 0.274 0.101
H -9.01382 -27.26875 15.76403 0.391 1.168 0.629 0.114
H -8.25114 -28.57350 15.27625 0.204 -0.572 -1.654 0.103
H -7.54984 -25.16054 13.64017 0.156 -0.018 0.165 0.074
H -9.08719 -25.05217 14.50110 -0.095 -0.195 0.231 0.089
H -9.03291 -25.22431 12.75016 -0.205 -0.567 -0.027 0.083
C -0.08714 -39.52188 13.90664 0.457 -0.936 1.077 -0.132
O -1.02015 -38.97226 14.80213 -1.319 0.590 -1.042 -0.189
C -2.33225 -38.83814 14.21552 -1.023 1.025 1.899 -0.179
C -3.33509 -38.32193 15.33505 0.448 -0.324 -1.277 -0.197
N -3.82272 -39.45679 16.07908 0.059 -0.779 1.081 -0.056
C -4.63525 -39.16587 17.27704 -0.359 0.742 -1.039 -0.164
C -5.75338 -38.15984 17.00744 -1.306 -1.869 1.129 -0.263
O -5.25055 -36.92648 16.74189 0.112 2.790 -0.742 -0.230
C -6.23440 -35.95753 16.35929 -0.249 0.055 0.286 -0.056
H 0.85194 -39.50091 14.45961 0.269 0.367 -0.363 0.087
H -0.00222 -39.07285 12.91706 -0.161 0.390 0.077 0.086
H -0.27387 -40.59074 13.80283 -0.284 -0.250 -0.433 0.081
H -2.70839 -39.77821 13.81194 0.126 -0.261 0.082 0.117
H -2.42425 -38.07717 13.44056 0.782 0.000 -0.346 0.087
H -4.19559 -37.83777 14.87327 0.186 0.008 -0.374 0.102
H -2.87354 -37.57150 15.97686 0.451 0.171 -0.110 0.110
H -2.96612 -39.84510 16.44726 0.122 -0.680 0.037 0.101
H -4.05088 -38.73986 18.09259 0.309 0.221 0.136 0.109
H -5.07734 -40.08029 17.67261 -0.032 -0.124 -0.235 0.116
H -6.37595 -38.15971 17.90215 -0.010 0.290 0.651 0.105
H -6.52920 -38.41789 16.28661 0.381 -0.593 -0.856 0.127
H -6.96750 -35.76358 17.14227 0.005 -0.284 0.430 0.075
H -6.82606 -36.24256 15.48935 0.182 -0.455 -0.288 0.084
H -5.80348 -34.98341 16.12801 0.626 -0.263 0.028 0.079
C -13.58830 -34.34671 16.53682 1.232 -0.498 0.262 -0.072
O -12.19329 -34.52678 16.78749 -0.332 0.131 0.209 -0.213
C -11.50725 -33.29955 16.54444 0.480 -1.782 0.155 -0.203
C -10.04877 -33.68903 16.49651 -0.049 1.087 -1.960 -0.157
N -9.24429 -32.47658 16.14105 -0.047 -0.234 1.147 -0.041
C -7.88649 -32.76901 16.52343 1.689 1.387 0.355 -0.195
C -6.95091 -31.48912 16.56676 0.141 -1.461 -0.062 -0.168
O -5.69430 -31.89334 17.13171 -0.689 0.615 -0.903 -0.205
C -4.76548 -30.80611 17.20959 -0.846 -0.692 2.048 -0.096
H -14.09949 -35.24562 16.88144 -0.006 0.238 0.358 0.069
H -13.73931 -34.31337 15.45784 -0.277 0.525 -0.173 0.082
H -13.83068 -33.43251 17.07864 -0.966 -0.072 -0.233 0.093
H -11.65025 -32.56865 17.34032 -0.450 0.253 -0.180 0.122
H -11.82552 -32.99632 15.54701 0.041 0.825 0.056 0.099
H -9.91698 -34.34685 15.63744 -0.106 -0.761 0.196 0.102
H -9.70172 -34.21125 17.38811 -0.020 0.381 0.120 0.122
H -9.19254 -32.38611 15.13644 -0.598 0.035 -0.252 0.095
H -7.45753 -33.51220 15.85130 0.399 -0.088 -0.086 0.098
H -7.90333 -33.21484 17.51794 0.248 0.202 0.058 0.082
H -7.38203 -30.66860 17.14033 -0.286 -0.061 0.407 0.109
H -6.73783 -31.07188 15.58259 -0.337 -0.104 -0.378 0.092
H -5.23354 -29.96266 17.71715 -0.452 0.519 -0.404 0.078
H -4.26673 -30.46514 16.30235 0.019 -0.506 -0.100 0.078
H -4.18022 -31.18019 18.04961 1.263 0.177 -0.646 0.072
C -16.76174 -35.50449 17.95241 -1.524 2.911 -0.432 -0.278
C -17.05977 -34.38922 19.04951 0.764 -0.719 -0.392 -0.193
O -15.86822 -34.08536 19.80312 -0.807 -0.461 -0.813 -0.071
O -16.23048 -36.60845 18.55143 0.684 -1.314 1.000 -0.042
H -16.12406 -35.12075 17.15605 0.386 0.334 0.163 0.083
H -17.69100 -35.71291 17.42219 -0.459 -0.152 0.212 0.115
H -17.84126 -34.75616 19.71488 -0.019 -0.273 0.137 0.107
H -17.43328 -33.44365 18.65648 0.122 -0.155 -0.489 0.104
H -15.43147 -34.93994 19.77989 0.627 -0.083 0.501 0.063
H -16.30047 -37.36146 17.96010 0.103 -0.063 0.068 0.101
C -11.45744 -34.18558 12.93067 -0.435 -0.662 0.056 -0.234
C -12.91216 -33.90888 12.58880 0.169 0.548 -0.286 -0.237
O -13.61644 -35.13192 12.49914 -0.082 -0.717 0.253 -0.054
O -10.83112 -34.84298 11.84719 0.383 0.581 -0.802 -0.067
H -11.35334 -34.94466 13.70596 -0.500 0.545 0.946 0.096
H -10.95869 -33.25615 13.20544 0.239 -0.065 -0.231 0.103
H -12.97428 -33.38678 11.63399 0.280 0.043 0.005 0.106
H -13.37112 -33.22504 13.30282 -0.161 -0.155 0.359 0.099
H -14.09445 -35.20916 11.67019 -0.004 0.230 0.065 0.091
H -11.53923 -35.39847 11.51311 0.096 -0.450 -0.277 0.071
C -6.81168 -27.46721 19.97082 -0.683 -0.474 0.345 -0.214
C -5.64806 -28.01130 20.79179 -1.137 -0.386 0.229 -0.298
O -4.56392 -27.31717 20.34888 1.159 0.917 -1.487 -0.080
O -8.03793 -28.09426 20.37817 0.454 -0.072 0.256 -0.079
H -6.62121 -27.65400 18.91398 0.144 -0.056 -0.125 0.100
H -6.85145 -26.38772 20.11647 -0.039 0.119 0.050 0.120
H -5.51795 -29.08479 20.65469 -0.242 -0.390 -0.213 0.104
H -5.77754 -27.86198 21.86372 -0.471 0.116 0.235 0.124
H -3.85270 -27.35489 20.99258 0.487 0.096 0.701 0.023
H -8.75006 -27.93702 19.75387 0.166 0.210 -0.164 0.073
O -11.10312 -29.97703 16.99464 0.060 0.750 0.959 -0.075
H -10.27411 -30.43758 16.86476 0.315 -0.477 -0.143 -0.012
H -11.65099 -30.25772 16.26164 -0.116 -0.292 -0.790 -0.032